9
Properties=species:S:1:pos:R:3 method="wB97M-V/def2-TZVPD" de_lowest_kj_mol=19.1 fmax_ev_per_a=2.9 homo_ev=-9.87 lumo_ha=-0.059
C 2.096 1.430 0.007
N 0.900 1.426 0.219
O 3.265 -2.240 -0.256
O 0.828 -2.093 -0.441
S 3.603 1.819 0.003
S 2.085 -1.484 -0.098
Cl -1.689 -0.400 -0.289
H 0.211 0.710 0.002
H -0.961 -1.314 0.034